{"formula": "C18H18NNiO4", "method": "the ωB97M-V functional and the def2-TZVPD basis", "gap_ev": [5.307, 5.487], "spin_multiplicity": 3, "charge": -1, "s2": 2.09, "energy_ha": -2560.03948, "elements": ["C", "C", "C", "H", "C", "C", "H", "H", "H", "H", "C", "C", "C", "H", "C", "C", "H", "H", "H", "H", "Ni", "O", "C", "C", "H", "H", "H", "H", "C", "C", "C", "H", "C", "H", "C", "H", "C", "H", "O", "N", "O", "O"], "coordinates": [[0.723, -1.519, 1.691], [-0.686, -1.582, 1.640], [-1.049, -2.108, 0.387], [-1.363, -1.278, 2.420], [0.131, -2.372, -0.334], [1.228, -2.001, 0.468], [2.265, -2.093, 0.202], [1.314, -1.158, 2.514], [-2.056, -2.246, 0.028], [0.194, -2.744, -1.341], [-1.128, 2.128, 0.207], [-1.057, 1.536, 1.485], [0.304, 1.499, 1.869], [-1.895, 1.219, 2.082], [1.069, 2.003, 0.806], [0.176, 2.397, -0.221], [0.460, 2.766, -1.191], [-2.021, 2.250, -0.381], [0.685, 1.119, 2.800], [2.140, 2.091, 0.778], [0.000, 0.000, 0.000], [-0.786, 0.064, -1.664], [-1.109, -0.769, -2.736], [0.039, -0.949, -3.660], [-1.468, -1.742, -2.373], [-1.963, -0.326, -3.274], [0.772, -1.681, -3.348], [0.953, -2.012, -5.908], [0.726, -0.958, -6.004], [0.231, -0.265, -4.868], [-0.055, 1.116, -5.031], [-0.427, 1.688, -4.192], [0.140, 1.744, -6.242], [-0.086, 2.799, -6.338], [0.623, 1.039, -7.341], [0.772, 1.539, -8.288], [0.914, -0.319, -7.208], [1.290, -0.874, -8.057], [-1.042, 0.263, 3.918], [0.000, 0.000, 3.370], [0.885, -0.297, 4.180], [0.000, 0.000, 2.000]], "lowdin_spin": [0.0132, 0.0304, 0.0220, 0.0010, 0.0446, -0.0056, -0.0012, 0.0004, 0.0006, 0.0019, -0.0009, -0.0191, -0.0288, -0.0008, -0.0340, -0.0310, -0.0018, 0.0007, -0.0041, -0.0017, 0.9759, 0.1292, 0.0556, 0.5042, 0.0092, 0.0040, 0.0270, 0.0051, 0.0826, 0.0643, 0.0791, 0.0038, -0.0041, -0.0023, 0.0852, 0.0062, -0.0039, -0.0023, 0.0105, 0.0094, 0.0030, -0.0275]}



{"formula": "C54H59F7O6S3", "method": "the ωB97M-V functional and the def2-TZVPD basis", "gap_ev": 9.013, "spin_multiplicity": 1, "relative_energy_kj_mol": 72.6, "energy_ha": -4437.53869, "smiles": "O=S1(=O)CCCC1.O=S1(=O)CCCC1.O=S1(=O)CCCC1.Fc1ccccc1.Fc1ccccc1.Fc1ccccc1.Fc1ccccc1.Fc1ccccc1.Fc1ccccc1.Fc1ccccc1", "elements": ["O", "S", "O", "C", "C", "C", "C", "H", "H", "H", "H", "H", "H", "H", "H", "O", "S", "O", "C", "C", "C", "C", "H", "H", "H", "H", "H", "H", "H", "H", "O", "S", "O", "C", "C", "C", "C", "H", "H", "H", "H", "H", "H", "H", "H", "F", "C", "C", "C", "C", "C", "C", "H", "H", "H", "H", "H", "F", "C", "C", "C", "C", "C", "C", "H", "H", "H", "H", "H", "F", "C", "C", "C", "C", "C", "C", "H", "H", "H", "H", "H", "F", "C", "C", "C", "C", "C", "C", "H", "H", "H", "H", "H", "F", "C", "C", "C", "C", "C", "C", "H", "H", "H", "H", "H", "F", "C", "C", "C", "C", "C", "C", "H", "H", "H", "H", "H", "F", "C", "C", "C", "C", "C", "C", "H", "H", "H", "H", "H"], "coordinates": [[5.269, 1.457, 3.513], [6.003, 0.347, 3.037], [7.354, 0.505, 2.639], [5.749, -0.958, 4.174], [4.605, -1.772, 3.499], [4.829, -1.629, 1.968], [5.129, -0.291, 1.659], [5.605, -0.577, 5.146], [6.706, -1.500, 4.337], [4.595, -2.886, 3.728], [3.661, -1.271, 3.851], [3.772, -1.590, 1.481], [5.506, -2.432, 1.836], [4.281, 0.574, 1.544], [5.878, -0.264, 0.876], [1.716, -3.112, 1.452], [2.166, -4.374, 0.872], [2.801, -5.388, 1.693], [0.798, -5.029, 0.048], [1.010, -4.814, -1.405], [2.561, -4.808, -1.562], [3.064, -3.979, -0.548], [-0.103, -4.511, 0.413], [0.574, -6.256, 0.300], [0.705, -5.278, -2.327], [0.621, -3.843, -1.881], [2.737, -4.352, -2.451], [3.171, -5.949, -1.681], [2.806, -2.836, -0.956], [4.133, -4.183, -0.595], [1.417, -0.536, -1.292], [0.170, 0.129, -0.867], [-0.340, 1.259, -1.524], [-1.086, -1.011, -0.586], [-1.584, -0.574, 0.746], [-0.340, -0.304, 1.616], [0.522, 0.479, 0.835], [-0.473, -1.903, -0.766], [-1.846, -1.031, -1.311], [-2.165, 0.168, 0.629], [-2.120, -1.435, 1.171], [0.249, -1.343, 1.899], [-0.924, 0.017, 2.668], [1.437, 0.481, 0.938], [0.350, 1.556, 0.702], [-4.782, 1.193, 1.944], [-5.838, 0.906, 1.119], [-7.117, 1.357, 1.464], [-8.171, 0.978, 0.716], [-7.954, 0.385, -0.525], [-6.701, 0.030, -1.031], [-5.633, 0.234, -0.169], [-7.279, 2.030, 2.304], [-9.218, 1.065, 0.952], [-8.849, -0.008, -1.124], [-6.498, -0.631, -2.023], [-4.731, 0.044, -0.565], [-2.431, -4.700, -0.292], [-3.253, -4.337, 0.690], [-3.031, -4.966, 1.899], [-3.797, -4.723, 3.113], [-4.848, -3.784, 2.984], [-5.089, -3.221, 1.739], [-4.279, -3.441, 0.646], [-2.398, -5.808, 2.079], [-3.665, -5.180, 3.976], [-5.566, -3.828, 3.759], [-5.873, -2.433, 1.565], [-4.461, -2.872, -0.455], [-7.182, -1.965, -4.070], [-5.828, -2.108, -4.008], [-5.075, -1.018, -4.371], [-3.749, -0.980, -4.097], [-3.124, -2.075, -3.564], [-3.869, -3.323, -3.450], [-5.193, -3.247, -3.709], [-5.599, -0.079, -4.904], [-3.314, 0.031, -4.432], [-1.994, -2.040, -3.464], [-3.397, -4.235, -2.859], [-5.803, -4.232, -3.512], [-1.373, 2.512, 2.756], [-1.985, 3.292, 3.694], [-1.723, 4.655, 3.839], [-2.162, 5.350, 4.908], [-2.811, 4.775, 5.931], [-3.162, 3.379, 5.940], [-2.671, 2.632, 4.766], [-1.133, 5.100, 3.048], [-1.871, 6.491, 4.912], [-3.233, 5.408, 6.748], [-3.605, 2.958, 6.758], [-2.935, 1.678, 4.783], [2.545, -1.277, -3.800], [3.129, -0.248, -4.412], [2.623, 1.077, -4.197], [3.301, 2.239, -4.838], [4.504, 1.917, -5.404], [5.015, 0.653, -5.556], [4.341, -0.391, -5.139], [1.795, 1.187, -3.560], [2.948, 3.226, -4.707], [5.062, 2.828, -6.100], [5.966, 0.449, -6.153], [4.506, -1.283, -5.397], [6.661, 4.378, -0.537], [5.996, 3.281, -0.941], [4.654, 2.933, -0.557], [4.092, 1.660, -0.958], [4.820, 0.783, -1.766], [6.088, 1.137, -2.165], [6.757, 2.270, -1.703], [4.230, 3.494, 0.091], [3.024, 1.373, -0.615], [4.326, -0.154, -2.044], [6.646, 0.435, -2.710], [7.780, 2.443, -1.978], [1.023, 6.871, 2.250], [0.616, 6.377, 1.144], [-0.069, 7.156, 0.091], [-0.513, 6.487, -1.123], [-0.276, 5.151, -1.300], [0.412, 4.437, -0.283], [0.886, 4.953, 0.868], [-0.156, 8.325, 0.193], [-0.989, 7.137, -1.828], [-0.689, 4.697, -2.128], [0.822, 3.405, -0.391], [1.436, 4.361, 1.685]], "mulliken_charge": [-0.6880, 1.2886, -0.7342, -0.8772, -0.7591, 0.3313, 0.1454, 0.5112, 0.3319, 0.4484, 0.2099, -0.6354, 0.5430, -0.3166, 0.1416, -0.5764, 1.0348, -0.7768, -0.0173, -0.1165, -1.2702, 0.1830, -0.1576, 0.2612, 0.5240, -0.2770, 0.5706, 0.1932, -0.1659, 0.4918, -0.2431, 1.3576, -0.8218, 1.0887, -1.5726, 0.1820, -0.7528, -0.6269, -0.4579, 1.2119, 0.0524, -0.1683, 0.0949, 0.9874, -0.0811, -0.0717, 0.1444, -0.5257, -0.5445, -0.2295, -0.0829, -0.5723, 0.3830, 0.4056, 0.2588, -0.0955, 0.8772, -0.2861, 0.4245, -0.3534, -0.9426, -0.5973, -0.2836, 0.4719, 0.4086, 0.6323, 0.4105, 0.3221, -0.1793, -0.3664, 0.2653, 0.0478, -0.1045, -0.2288, -0.6327, -0.2899, 0.2040, 0.2613, 0.4327, 0.2509, 0.2414, 0.0493, 0.1635, -0.0825, -0.3946, -0.2475, -0.9353, -0.4570, 0.2593, 0.2164, 0.2769, 0.5039, 0.6122, -0.2049, -0.0572, 0.1101, -0.9682, -0.0427, -0.5512, -0.5804, 0.5770, 0.5092, 0.0962, 0.3081, 0.7773, -0.3157, 0.2571, -1.4072, 0.2154, 0.2586, -0.4607, -0.8084, 0.9953, 0.0074, 0.1476, 0.5024, 0.4421, -0.3006, 0.2391, -0.5783, -0.2808, -0.8483, 0.3003, -0.0171, 0.2528, 0.4150, 0.6587, -0.1507, 0.3903]}



{"formula": "C4H4N2O2", "method": "the ωB97M-V functional and the def2-TZVPD basis", "gap_ev": 10.809, "spin_multiplicity": 1, "relative_energy_kj_mol": 239.6, "energy_ha": -414.75492, "smiles": "NC(=O)c1ccon1", "elements": ["N", "C", "O", "C", "C", "C", "O", "N", "H", "H", "H", "H"], "coordinates": [[2.030, 0.454, -0.530], [1.332, -0.188, 0.418], [1.887, -1.143, 0.975], [-0.159, -0.148, 0.294], [-1.059, -1.234, 0.105], [-2.269, -0.619, 0.057], [-2.106, 0.709, 0.116], [-0.786, 1.002, 0.230], [1.934, 1.457, -0.638], [2.832, -0.193, -0.817], [-0.827, -2.284, -0.033], [-3.284, -0.967, -0.110]], "mulliken_charge": [-0.4226, 0.2415, -0.5744, 0.6145, -0.2626, -0.3298, -0.1284, -0.4351, 0.2466, 0.2664, 0.3497, 0.4341]}



{"formula": "C4H12NO2", "method": "the ωB97M-V functional and the def2-TZVPD basis", "gap_ev": 11.335, "spin_multiplicity": 1, "relative_energy_kj_mol": 175.6, "charge": 1, "energy_ha": -364.56835, "elements": ["O", "C", "C", "N", "C", "C", "H", "H", "H", "H", "H", "H", "H", "H", "H", "H", "H", "H", "O"], "coordinates": [[-2.318, -1.161, -0.668], [-2.099, -0.154, -1.266], [-0.837, 0.739, -1.002], [0.152, 0.323, 0.059], [-0.431, -0.425, 1.243], [0.446, -0.138, 2.448], [-2.689, 0.316, -2.067], [-0.335, 0.833, -1.961], [-1.221, 1.702, -0.658], [0.649, 1.091, 0.520], [0.840, -0.283, -0.389], [-0.570, -1.486, 1.079], [-1.440, -0.053, 1.414], [0.400, 0.915, 2.737], [1.493, -0.350, 2.193], [0.240, -0.752, 3.318], [3.870, 1.287, -1.307], [4.483, 0.097, -0.638], [3.658, 0.374, -1.033]], "mulliken_charge": [-0.4061, 0.1227, -0.6777, -0.1414, -0.3302, -1.3875, 0.3629, 0.4349, 0.3740, 0.3692, 0.3586, 0.4027, 0.3417, 0.4084, 0.3814, 0.3679, 0.3281, 0.3244, -0.6339]}



{"formula": "C34H31N6ORhSe2SiTe2", "method": "the ωB97M-V functional and the def2-TZVPD basis", "gap_ev": [4.810, 5.920], "spin_multiplicity": 5, "s2": 6.04, "energy_ha": -7456.91012, "elements": ["Rh", "C", "C", "N", "C", "C", "N", "C", "C", "C", "C", "C", "N", "C", "C", "N", "C", "C", "N", "C", "C", "C", "N", "C", "C", "H", "H", "H", "H", "H", "H", "H", "H", "H", "H", "H", "H", "Se", "Te", "Te", "Se", "C", "C", "C", "C", "Si", "O", "C", "C", "C", "C", "C", "C", "C", "C", "C", "C", "C", "C", "H", "H", "H", "H", "H", "H", "H", "H", "H", "H", "H", "H", "H", "H", "H", "H", "H", "H", "H"], "coordinates": [[-0.105, -1.042, -0.221], [0.770, -1.385, -4.544], [0.917, -1.456, -3.171], [-0.024, -1.117, -2.270], [-1.172, -0.694, -2.807], [-1.360, -0.809, -4.212], [-0.518, -1.103, -5.094], [-2.151, -0.287, -1.938], [-3.561, 0.248, -2.249], [-4.299, 0.670, -1.204], [-3.893, 0.455, 0.140], [-2.713, -0.100, 0.372], [-1.820, -0.333, -0.630], [-2.079, -0.268, 1.752], [-2.708, -0.205, 2.938], [-2.113, -0.297, 4.169], [-0.734, -0.508, 4.036], [-0.100, -0.807, 2.854], [-0.775, -0.628, 1.728], [-5.710, 0.999, -1.527], [-6.088, 1.887, -2.527], [-7.390, 1.951, -2.870], [-8.428, 1.205, -2.492], [-8.063, 0.373, -1.542], [-6.810, 0.250, -0.967], [1.636, -1.693, -5.176], [1.819, -1.967, -2.859], [-2.341, -0.540, -4.641], [-3.987, 0.121, -3.260], [-4.443, 0.835, 1.110], [-3.809, -0.240, 2.943], [-0.303, -0.462, 5.027], [0.900, -1.119, 2.651], [-5.295, 2.428, -3.030], [-7.604, 2.705, -3.607], [-8.777, -0.368, -1.149], [-6.750, -0.472, -0.149], [-4.171, -2.989, -3.070], [-4.127, -3.395, -0.674], [-1.984, -5.217, -0.713], [-0.093, -3.774, -0.362], [5.463, -0.977, -0.808], [4.423, 0.154, -0.637], [3.793, 0.580, -1.990], [5.282, 1.355, -0.065], [2.973, -0.163, 0.589], [1.969, -1.306, 0.159], [3.630, -0.562, 2.283], [4.421, 0.286, 3.084], [4.821, -0.104, 4.335], [4.389, -1.258, 4.945], [3.609, -2.119, 4.225], [3.221, -1.777, 2.933], [1.891, 1.412, 0.661], [0.924, 1.680, -0.361], [-0.175, 2.514, -0.179], [-0.299, 3.201, 1.048], [0.666, 2.968, 2.065], [1.706, 2.127, 1.824], [6.196, -0.468, -1.436], [5.007, -1.799, -1.389], [5.771, -1.397, 0.124], [4.655, 0.812, -2.653], [3.061, 1.416, -1.985], [3.216, -0.234, -2.454], [6.019, 1.589, -0.884], [5.845, 1.096, 0.823], [4.729, 2.319, 0.226], [4.756, 1.239, 2.670], [5.448, 0.490, 4.928], [4.756, -1.624, 5.884], [3.350, -3.090, 4.547], [2.739, -2.533, 2.344], [0.998, 1.071, -1.400], [-1.004, 2.748, -0.899], [-1.076, 3.925, 1.158], [0.620, 3.594, 2.933], [2.468, 1.984, 2.587]], "lowdin_spin": [0.8425, 0.1505, 0.0186, 0.2052, 0.0965, 0.0249, 0.0497, 0.1408, 0.0425, 0.0325, 0.0812, 0.0249, 0.1463, 0.0033, -0.0022, 0.0039, -0.0025, 0.0034, 0.0011, 0.0016, 0.0027, -0.0004, 0.0027, 0.0003, 0.0034, 0.0084, -0.0003, 0.0020, 0.0044, 0.0042, 0.0001, -0.0002, 0.0002, 0.0007, -0.0001, 0.0000, 0.0009, 0.6913, 0.2942, 0.3405, 0.7022, 0.0000, 0.0002, -0.0001, 0.0004, 0.0032, 0.0042, 0.0001, 0.0001, 0.0000, 0.0000, 0.0000, 0.0001, 0.0195, 0.0152, 0.0179, -0.0039, 0.0157, -0.0007, 0.0000, 0.0000, 0.0000, 0.0000, 0.0001, -0.0001, 0.0001, 0.0000, 0.0002, 0.0000, 0.0000, 0.0000, 0.0000, 0.0001, 0.0054, 0.0004, -0.0006, 0.0011, -0.0004]}



{"formula": "C4H11NO", "method": "the ωB97M-V functional and the def2-TZVPD basis", "gap_ev": 10.647, "spin_multiplicity": 1, "relative_energy_kj_mol": 158.3, "energy_ha": -288.95672, "smiles": "CC(N)=O.CC", "elements": ["C", "C", "N", "O", "H", "H", "H", "H", "H", "C", "C", "H", "H", "H", "H", "H", "H"], "coordinates": [[0.588, 1.289, -1.443], [1.470, 0.179, -0.779], [1.157, -1.100, -1.121], [2.233, 0.259, 0.136], [-0.323, 0.692, -1.954], [1.009, 1.908, -2.297], [0.295, 1.973, -0.626], [1.703, -1.759, -0.617], [1.141, -1.281, -2.142], [-1.387, -0.566, 0.692], [-0.930, 0.030, 1.982], [-1.862, -1.578, 0.784], [-2.106, 0.150, 0.364], [-0.633, -0.651, -0.107], [0.041, -0.199, 1.947], [-1.378, -0.457, 2.884], [-1.020, 1.111, 2.299]], "mulliken_charge": [-0.8489, 0.5569, -0.4692, -0.5703, 0.2794, 0.3308, 0.2252, 0.2035, 0.2219, -0.4483, -0.9083, 0.3173, 0.1881, 0.0536, 0.2823, 0.3035, 0.2824]}